Entry from the Open Molecules 2025 dataset: a cluster of 2 separate species, C7H10N2O2S in total (wB97M-V/def2-TZVPD).

Last column: natural (NBO) charge in e.
Cartesian coordinates (Å):
C (-2.92128, -0.82773, -0.34023)  -0.259
C (-1.65154, -0.33037, -0.78974)  -0.340
C (-2.91963, -1.23179, 0.94614)  -0.425
C (-0.83640, -0.18822, 0.30430)  -0.352
C (0.55854, 2.04369, 0.17606)  0.744
C (1.59620, 0.03256, -1.15057)  -0.241
C (1.06358, 0.68696, 0.17548)  0.184
N (1.94244, 0.34958, 1.14317)  -0.826
N (1.99696, -1.33234, -0.78678)  -0.838
O (0.56299, 2.67995, -0.83409)  -0.525
O (0.04108, 2.56564, 1.38424)  -0.700
S (-1.40838, -0.87691, 1.70843)  0.426
H (-3.75549, -1.29319, -0.89706)  0.228
H (-1.55122, 0.02855, -1.79581)  0.233
H (-3.64491, -1.75212, 1.59823)  0.238
H (0.85209, 0.12773, -1.96418)  0.198
H (2.45462, 0.64217, -1.43011)  0.212
H (-0.45275, 1.87235, 1.76569)  0.487
H (2.32361, -0.57955, 1.09616)  0.431
H (1.94873, 0.95665, 1.93441)  0.396
H (1.17879, -1.90212, -0.84994)  0.369
H (2.62199, -1.67146, -1.39382)  0.361

Atoms 1-3, force components in eV/Å:
-0.818 -2.221 -0.591
-1.294 0.470 1.339
0.090 -0.294 2.122

Properties
HOMO energy = -8.748 eV
max |F| = 4.385 eV/Å



Entry from the Open Molecules 2025 dataset: an isolated molecule of C7H10N2O2S (wB97M-V/def2-TZVPD).

Last column: natural (NBO) charge in e.
Cartesian coordinates (Å):
N (2.40903, -1.16687, 0.79935)  -0.288
C (1.73428, -0.35640, 0.34761)  0.235
C (0.67666, 0.32308, -0.35323)  0.240
C (0.70177, 1.78036, -0.35854)  -0.505
S (0.77429, 2.41398, 1.35163)  0.199
C (-0.83337, 1.74298, 1.88118)  -0.530
C (-0.71701, 0.22655, 1.61515)  -0.261
N (-0.60551, -0.12909, 0.20323)  -0.162
O (-0.87757, -1.54230, 0.08539)  -0.371
C (-0.82178, -1.85478, -1.24383)  -0.106
C (0.52963, -1.49107, -1.89001)  -0.109
O (0.67468, -0.10013, -1.69908)  -0.506
H (1.53817, 2.12787, -0.79552)  0.245
H (-0.22867, 2.14301, -0.71947)  0.243
H (-1.55035, 2.12354, 1.12503)  0.223
H (-1.11533, 1.88948, 2.91569)  0.250
H (0.01487, -0.30377, 2.12142)  0.198
H (-1.65380, -0.27042, 1.89521)  0.219
H (-1.40023, -1.13471, -1.73948)  0.175
H (-1.23154, -2.86829, -1.26873)  0.209
H (1.34860, -1.97249, -1.30549)  0.189
H (0.63320, -1.58055, -2.96751)  0.214

Atoms 1-3, force components in eV/Å:
0.298 0.162 0.249
1.323 -0.867 0.544
-1.801 -2.405 -1.375

Properties
structure (SMILES) = N#C[C@]12CSCCN1OCCO2
HOMO energy = -9.128 eV
max |F| = 4.018 eV/Å



Entry from the Open Molecules 2025 dataset: an isolated molecule of C7H10N2O3S (wB97M-V/def2-TZVPD).

Last column: natural (NBO) charge in e.
Cartesian coordinates (Å):
O (4.36600, 0.84335, 1.10084)  -0.566
C (3.28428, 0.48145, 0.68830)  0.669
C (2.88911, -1.06699, 0.46954)  -0.310
C (1.83541, -1.43445, -0.22789)  0.026
N (1.03024, -0.36498, -0.77829)  -0.462
C (-0.20796, -0.60920, -1.43599)  0.080
O (-1.25071, -1.09786, -0.48007)  -0.583
C (-1.76631, -0.31040, 0.60098)  -0.088
C (-3.21004, 0.20568, 0.22779)  -0.092
O (-3.43245, 1.20735, 1.32145)  -0.747
C (1.23784, 0.97081, -0.59955)  0.277
S (0.37749, 2.33554, -0.90566)  -0.160
N (2.35548, 1.31123, 0.16057)  -0.622
H (3.54840, -1.77016, 0.87063)  0.234
H (1.52785, -2.42019, -0.51675)  0.238
H (-0.08229, -1.50879, -2.11797)  0.195
H (-0.76459, 0.18648, -2.11071)  0.252
H (-1.82037, -0.91804, 1.60226)  0.181
H (-1.18214, 0.56450, 0.78440)  0.198
H (-3.10916, 0.82948, -0.71411)  0.187
H (-4.16233, -0.52729, 0.18944)  0.185
H (-4.10265, 0.83450, 1.93306)  0.468
H (2.63890, 2.25797, -0.06226)  0.440

Atoms 1-3, force components in eV/Å:
-0.900 -0.287 0.139
0.757 -3.176 -0.927
0.466 2.775 0.754

Properties
structure (SMILES) = O=c1ccn(COCCO)c(=S)[nH]1
HOMO energy = -8.894 eV
max |F| = 4.431 eV/Å



Entry from the Open Molecules 2025 dataset: a cluster of 2 separate species, C7H10N2O4S2 in total (wB97M-V/def2-TZVPD).

Last column: natural (NBO) charge in e.
Cartesian coordinates (Å):
C (-0.44948, 2.64530, 5.24267)  -0.263
C (0.58004, 2.83592, 4.29454)  -0.234
C (-1.49332, 1.93859, 4.73388)  -0.394
C (0.29652, 2.26257, 3.09256)  -0.505
C (1.08632, -0.87697, -1.35470)  0.771
C (-0.29593, -2.13680, -3.21332)  -0.251
C (-0.07046, -0.98796, -2.23808)  0.265
N (0.84876, -2.95793, -3.50674)  -0.816
N (-1.09284, -0.08953, -2.08409)  -0.793
O (1.53652, -1.03922, -0.26760)  -0.602
O (1.39782, -0.33715, -2.48800)  -0.511
O (0.35542, 2.03181, 0.51448)  -0.979
O (2.13887, 0.90958, 1.85990)  -0.915
S (-1.24832, 1.48743, 3.09630)  0.487
S (1.30827, 2.31380, 1.58366)  1.565
H (-0.41556, 3.01857, 6.25034)  0.228
H (1.48869, 3.37269, 4.50240)  0.231
H (-2.40174, 1.65195, 5.22631)  0.239
H (-0.66122, -1.71532, -4.15717)  0.201
H (-1.08911, -2.76034, -2.79053)  0.220
H (1.18527, -3.43630, -2.67886)  0.360
H (1.60376, -2.38644, -3.87251)  0.370
H (1.97241, 0.23941, 1.17985)  0.529
H (-1.46326, 0.31484, -2.93542)  0.385
H (-0.94795, 0.60592, -1.36109)  0.412

Atoms 1-3, force components in eV/Å:
-0.168 -0.087 0.059
0.162 0.010 -0.226
0.109 -0.119 -0.353

Properties
HOMO energy = -9.342 eV
max |F| = 1.650 eV/Å



Entry from the Open Molecules 2025 dataset: an isolated molecule of C7H10N2OS (wB97M-V/def2-TZVPD).

Last column: natural (NBO) charge in e.
Cartesian coordinates (Å):
C (-0.07118, 0.40345, 2.36270)  -0.530
C (-0.24727, -0.06506, 1.14414)  0.402
O (0.60983, -0.21715, 0.11502)  -0.533
C (1.91489, 0.32954, 0.18406)  -0.061
C (2.50441, 0.22818, -1.21575)  -0.620
C (-1.73430, -0.56142, 0.55751)  -0.448
C (-1.58058, -1.91503, 0.11034)  0.277
N (-1.45078, -2.98660, -0.26872)  -0.299
C (-2.12468, 0.40202, -0.52238)  0.125
N (-1.69592, 0.11924, -1.75652)  -0.755
S (-3.00433, 1.73828, -0.17689)  -0.131
H (0.89384, 0.72876, 2.70784)  0.218
H (-0.88817, 0.47331, 3.05540)  0.228
H (1.86051, 1.37541, 0.51002)  0.182
H (2.52166, -0.23654, 0.90394)  0.179
H (2.50425, -0.80953, -1.54057)  0.218
H (1.90634, 0.81194, -1.91190)  0.212
H (3.52298, 0.60420, -1.22278)  0.219
H (-2.43006, -0.50896, 1.39840)  0.290
H (-1.10026, -0.67471, -1.93091)  0.410
H (-1.91115, 0.76068, -2.50295)  0.416

Atoms 1-3, force components in eV/Å:
0.220 0.013 0.048
-2.279 -0.893 -1.567
-0.298 -0.031 0.180

Properties
structure (SMILES) = C=C(OCC)[C@H](C#N)C(N)=S
HOMO energy = -8.690 eV
max |F| = 3.309 eV/Å



Entry from the Open Molecules 2025 dataset: a structure of composition C7H10N2OTl (wB97M-V/def2-TZVPD).

Last column: Mulliken charge in e.
Cartesian coordinates (Å):
N (-0.19510, -3.21846, -1.73916)  -0.366
C (-0.80435, -2.08807, -1.51526)  0.327
C (-1.51635, -0.59465, -1.41162)  -0.227
C (-0.31756, 0.48075, -1.09487)  0.375
C (-0.32557, 1.64371, -2.29697)  0.108
N (-0.57189, 2.48954, -3.27222)  -0.028
C (-0.47447, 1.29919, 0.31676)  -0.919
C (-0.31283, 0.39075, 1.67153)  -0.378
C (1.22787, -0.01681, 2.05742)  -0.315
O (2.18045, 0.02582, 0.93486)  -0.340
H (-2.38859, -0.61076, -0.63021)  0.402
H (-1.90986, -0.34198, -2.50786)  0.422
H (0.69963, -0.09019, -1.22848)  0.153
H (0.22772, 2.25997, 0.30278)  0.480
H (-1.58358, 1.73600, 0.32561)  0.487
H (-1.01134, -0.57215, 1.67609)  0.383
H (-0.71473, 1.05594, 2.57803)  0.408
H (1.68959, 0.65206, 2.91597)  0.352
H (1.19595, -1.13367, 2.45040)  0.369
H (2.36715, -0.95744, 0.73588)  0.346
Tl (2.53788, -2.40954, -0.26868)  0.961

Atoms 1-3, force components in eV/Å:
-4.791 9.576 2.168
3.090 -5.603 -1.668
-0.423 -2.772 -1.201

Properties
net charge = +3
HOMO energy = -22.950 eV
max |F| = 10.925 eV/Å



Entry from the Open Molecules 2025 dataset: the ion C7H10N2S2 with charge -2 (wB97M-V/def2-TZVPD).

Last column: natural (NBO) charge in e.
Cartesian coordinates (Å):
C (0.30829, 1.35068, -0.57000)  -0.174
C (2.08572, 0.41133, 0.83933)  0.122
C (1.35549, 1.56301, 0.32793)  -0.306
C (0.74220, -0.94462, -0.82970)  -0.050
C (-2.55504, 0.29609, -1.01560)  -0.623
C (1.71597, -1.37850, 2.32031)  -0.391
C (-1.31256, 0.08806, -1.91745)  -0.253
N (-0.01539, 0.08937, -1.09980)  -0.487
N (1.37674, -0.10578, 1.86169)  -0.619
S (1.76254, 3.15277, 0.81980)  -0.587
S (0.23516, -2.42930, -1.68802)  -0.687
H (-0.34816, 2.13583, -1.05077)  0.174
H (-2.43697, 1.18720, -0.37937)  0.211
H (-2.79964, -0.68341, -0.46334)  0.200
H (-3.39653, 0.32573, -1.59825)  0.179
H (2.75480, -1.44015, 2.34497)  0.196
H (1.49681, -1.55420, 3.36515)  0.149
H (1.37723, -2.21728, 1.74995)  0.199
H (-1.43301, 0.66827, -2.94505)  0.161
H (-1.42032, -0.86998, -2.25107)  0.235
H (0.50667, 0.35489, 2.17929)  0.352

Atoms 1-3, force components in eV/Å:
0.473 1.493 0.682
-0.820 -0.408 0.358
-2.279 -0.065 -2.242

Properties
net charge = -2
HOMO energy = 0.965 eV
max |F| = 3.198 eV/Å



Entry from the Open Molecules 2025 dataset: a cluster of 2 separate species, C7H10N2S3 in total (wB97M-V/def2-TZVPD).

Last column: natural (NBO) charge in e.
Cartesian coordinates (Å):
C (3.15137, 1.37169, 1.03862)  -0.684
C (2.26480, 0.85466, -0.06372)  -0.060
S (1.65251, 1.72752, -1.25926)  0.043
C (1.90459, -0.63115, 0.07709)  -0.367
C (1.16695, -1.33336, -0.98100)  -0.496
S (2.84749, -1.81431, -0.97239)  0.126
H (2.74708, 0.97456, 2.01661)  0.234
H (4.09889, 0.80055, 0.88523)  0.242
H (3.34382, 2.45847, 0.94155)  0.243
H (1.70557, -1.06289, 1.02113)  0.243
H (0.79630, -0.88955, -1.88086)  0.226
H (0.44209, -2.10553, -0.62230)  0.246
C (-2.98831, -0.47692, 1.12463)  0.080
N (-1.93132, -1.20367, 0.86140)  -0.227
N (-1.06137, -0.67710, -0.12076)  -0.313
C (-1.50407, -0.22336, -1.28733)  -0.038
S (-3.30309, 0.15642, -1.56630)  0.203
C (-3.46988, 0.65713, 0.19999)  -0.587
H (-3.61828, -0.87939, 1.88451)  0.197
H (-0.91475, -0.04049, -2.13675)  0.212
H (-2.82053, 1.44539, 0.39203)  0.230
H (-4.50988, 0.89133, 0.44788)  0.245

Atoms 1-3, force components in eV/Å:
0.275 -1.012 -0.181
-0.507 -1.304 0.935
0.026 0.504 -0.397

Properties
structure (SMILES) = CC(=S)[C@H]1CS1.C1=NN=CSC1
HOMO energy = -8.361 eV
max |F| = 4.743 eV/Å



Entry from the Open Molecules 2025 dataset: the ion C7H10N3 with charge +1 (wB97M-V/def2-TZVPD).

Last column: natural (NBO) charge in e.
Cartesian coordinates (Å):
C (0.94830, -1.26592, 2.11920)  -0.595
C (0.89352, -1.23075, 0.61885)  -0.088
C (-0.54477, -1.52944, 0.25581)  -0.453
C (-1.02209, -0.64487, -0.92161)  0.207
N (-1.47553, 0.48734, -0.63795)  -0.419
C (-1.50598, 1.67814, -1.25783)  -0.007
C (-0.45186, 2.47346, -1.38142)  -0.132
N (0.88060, 1.95480, -1.08141)  -0.593
C (1.06385, 0.94659, -0.30859)  0.757
N (1.36806, -0.13747, -0.04599)  -0.273
H (0.40522, -0.49223, 2.56926)  0.218
H (1.95451, -1.24258, 2.51159)  0.234
H (0.49687, -2.20895, 2.40752)  0.237
H (1.46974, -2.10757, 0.33789)  0.240
H (-1.12244, -1.16981, 1.16528)  0.249
H (-0.79497, -2.52368, 0.07412)  0.250
H (-1.14080, -0.99496, -1.89204)  0.192
H (-2.48406, 2.11218, -1.50174)  0.249
H (-0.69030, 3.41207, -1.74181)  0.254
H (1.75212, 2.48366, -1.28915)  0.473

Atoms 1-3, force components in eV/Å:
1.203 -0.598 0.215
0.404 -4.182 1.542
-2.415 3.343 -0.206

Properties
net charge = +1
structure (SMILES) = C[C@H]1C/C=N/C=C\NC#[N+]1
HOMO energy = -12.603 eV
max |F| = 4.476 eV/Å



Entry from the Open Molecules 2025 dataset: the ion C7H10N3 with charge +1 (wB97M-V/def2-TZVPD).

Last column: natural (NBO) charge in e.
Cartesian coordinates (Å):
C (2.09919, -0.30756, 2.08608)  -0.263
C (2.12341, 0.26451, 0.86821)  0.018
C (0.84148, -0.89204, 2.58684)  0.182
C (-1.29966, -0.37321, -1.46642)  0.006
C (-0.17347, -0.46905, 0.60538)  0.336
C (-0.57523, 0.90712, -1.37038)  -0.378
C (-2.71310, -0.30649, -1.22643)  -0.811
N (-0.22626, -0.90813, 1.88046)  -0.456
N (0.91666, 0.24045, 0.18076)  -0.241
N (0.85312, 0.46196, -1.22633)  -0.344
H (3.10347, -0.38176, 2.60599)  0.271
H (3.04368, 0.58678, 0.52962)  0.245
H (0.65457, -1.43068, 3.50784)  0.241
H (-0.70492, 1.42031, -2.43388)  0.272
H (-0.94409, 1.50752, -0.58339)  0.237
H (-2.96005, -0.64022, -0.22218)  0.304
H (-3.29585, -1.03895, -1.95031)  0.278
H (-3.16167, 0.73934, -1.00475)  0.211
H (0.79327, -0.34017, -1.85367)  0.467
H (1.62544, 0.96024, -1.51346)  0.425

Atoms 1-3, force components in eV/Å:
0.482 -0.938 1.710
-2.181 -1.315 1.081
2.022 0.355 0.160

Properties
net charge = +1
HOMO energy = -11.797 eV
max |F| = 4.590 eV/Å



Entry from the Open Molecules 2025 dataset: a cluster of 2 separate species, C7H10N3O2 in total (wB97M-V/def2-TZVPD).

Last column: natural (NBO) charge in e.
Cartesian coordinates (Å):
C (-2.28332, 1.61717, 0.30840)  -0.294
C (-0.96309, 1.78749, 0.11488)  -0.082
C (-2.42927, 0.57693, 1.22753)  0.184
C (-0.25161, 0.92270, 1.01990)  0.236
C (1.20497, -1.16035, -1.76895)  0.851
C (-1.01295, -1.05205, 2.55936)  -0.410
C (2.22063, -1.17598, -4.03674)  -0.415
N (-1.25371, 0.11263, 1.67294)  -0.294
N (1.46451, -0.87902, -2.89454)  -0.507
N (0.99271, 1.21177, 1.33935)  0.057
O (0.82286, -1.22255, -0.67874)  -0.586
O (1.62241, 0.76096, 2.40393)  -0.448
H (-3.06637, 2.11972, -0.24520)  0.267
H (-0.58577, 2.70679, -0.42650)  0.275
H (-3.42254, 0.24126, 1.54010)  0.252
H (-1.88335, -0.98223, 3.15886)  0.232
H (-0.72493, -1.89887, 1.99317)  0.248
H (-0.05853, -0.90074, 3.17370)  0.247
H (2.62647, -2.24674, -3.84998)  0.214
H (1.59001, -1.44294, -4.82379)  0.219
H (2.80731, -0.31241, -4.15268)  0.228
H (2.58358, 1.21647, 2.36498)  0.528

Atoms 1-3, force components in eV/Å:
-0.103 0.032 -1.024
0.791 2.447 -0.690
-0.118 -1.080 0.910

Properties
net charge = +1
HOMO energy (alpha / beta) = -12.988 / -12.988 eV
max |F| = 3.770 eV/Å



Entry from the Open Molecules 2025 dataset: a structure of composition C7H10N3S (wB97M-V/def2-TZVPD).

Last column: natural (NBO) charge in e.
Cartesian coordinates (Å):
C (2.56061, -1.31384, 0.05382)  0.055
C (-0.09194, 2.32877, -0.21164)  0.375
C (1.78212, 1.05870, -0.24948)  0.114
C (-0.49340, -0.03421, 0.42799)  -0.093
C (0.55435, -0.42857, -0.61426)  0.184
C (-0.08888, -0.34615, 1.86851)  -0.624
C (0.08217, -0.39131, -2.04385)  -0.646
N (1.39294, -1.47080, -0.31515)  -0.377
N (1.20482, 2.19206, -0.31742)  -0.510
N (-0.86762, 1.38106, 0.28660)  -0.509
S (3.19215, 0.41038, 0.29065)  0.441
H (3.24884, -2.10482, 0.28477)  0.241
H (-0.51155, 3.29701, -0.44242)  0.233
H (-1.40267, -0.60391, 0.19841)  0.249
H (0.79035, 0.21727, 2.17030)  0.219
H (0.11713, -1.40767, 1.97387)  0.245
H (-0.89797, -0.09074, 2.54696)  0.239
H (-0.87435, -0.90365, -2.13955)  0.240
H (0.79742, -0.88554, -2.69350)  0.252
H (-0.04459, 0.63237, -2.38749)  0.232
H (-1.80874, 1.61219, 0.56894)  0.437

Atoms 1-3, force components in eV/Å:
0.171 0.480 0.059
-0.491 -0.338 0.525
-2.954 -2.556 -0.919

Properties
net charge = +1
HOMO energy = -13.205 eV
max |F| = 4.013 eV/Å